1.
C3H8N2O2 | wB97M-V/def2-TZVPD

Last column: Löwdin charge in e.
Geometry (Å):
O 1.977 0.808 -0.349  -0.0717
O -2.934 -0.224 0.023  -0.0456
N -2.206 -0.292 -0.969  -0.0932
N -1.098 0.393 -0.808  -0.0164
C -0.270 0.063 0.372  -0.3471
C 0.867 1.103 0.493  -0.2192
C 0.291 -1.361 0.284  -0.0517
H 0.772 -1.547 -0.684  0.0806
H 1.238 1.113 1.524  0.1242
H 1.730 1.016 -1.265  0.0890
H -0.503 -2.105 0.408  0.0785
H 0.516 2.118 0.272  0.1214
H -0.541 0.289 -1.652  0.1266
H -0.874 0.162 1.284  0.1360
H 1.035 -1.536 1.068  0.0886

Force components x, y, z for each atom (eV/Å):
-0.2 0.1 -0.4
0.9 -0.9 -1.2
-3.1 0.5 1.1
2.3 -0.2 -0.1
0.6 0.7 0.9
-0.1 0.0 -0.1
-0.2 -0.2 -0.1
0.0 0.1 0.2
0.0 -0.2 -0.2
0.2 0.0 0.4
0.0 0.2 0.0
-0.3 -0.2 0.1
-0.1 -0.1 0.0
-0.1 0.0 -0.5
-0.1 0.1 -0.1

Its LUMO energy is 0.46 eV. For the HOMO-LUMO gap, the calculation gives 9.94 eV. Its SMILES is C[C@@H](CO)NN=O. For the highest occupied orbital energy, the calculation gives -9.482 eV. As for the spin multiplicity: 1. Its net charge is 0.

2.
CH4NO4Si | wB97M-V/def2-TZVPD

Last column: Löwdin charge in e.
Geometry (Å):
Si 0.036 -0.312 0.458  0.2329
O -2.076 2.191 -1.732  0.0906
O -1.252 3.388 0.034  0.0935
O 0.447 -0.671 2.135  -0.3209
O -0.942 -1.558 0.002  -0.2805
N 1.461 -0.813 -0.647  -0.2053
C -1.504 2.569 -0.768  -0.5345
H 2.257 -0.572 -0.014  -0.0382
H 1.832 -0.344 -1.535  0.0044
H 0.129 -1.579 2.221  -0.0187
H -0.389 -2.299 -0.154  -0.0233

Force components x, y, z for each atom (eV/Å):
0.2 2.8 -0.6
1.1 -0.8 0.7
0.8 -0.8 0.3
0.2 -0.3 -1.4
-1.7 -0.1 0.5
2.2 0.8 0.4
-1.6 1.3 -0.8
-0.4 -0.5 -0.4
-1.6 -0.6 1.6
0.1 -0.2 0.4
0.8 -1.5 -0.6

Its LUMO energy is 3.68 eV. For the HOMO-LUMO gap, the calculation gives 5.88 eV. For the highest occupied orbital energy, the calculation gives -2.201 eV. As for the spin multiplicity: 1. Its net charge is -1.

3.
C30H41BrIN6O2Ru | wB97M-V/def2-TZVPD

Last column: Löwdin charge in e.
Geometry (Å):
I -2.544 1.196 -2.293  1.2107
Ru -0.452 0.114 -0.558  1.1916
Br -0.935 -0.641 -4.868  0.7927
O -0.672 -1.604 -1.414  -0.3794
O -1.920 -0.058 0.873  -0.2127
N 0.728 -0.194 1.195  0.0149
N 5.062 -0.025 2.209  0.2421
N 2.677 -1.674 -1.167  0.0749
N -0.627 1.988 0.137  -0.1957
N -1.501 2.202 1.166  0.0918
N 0.880 1.159 -1.802  -0.0509
C 4.531 0.119 0.777  -0.2416
C 2.377 2.870 -3.374  -0.0168
C -3.163 1.108 2.521  -0.1574
C -4.778 -0.524 -3.248  -0.1532
C 3.456 -2.079 -0.006  -0.3586
C 2.324 1.518 -3.659  -0.0223
C 1.559 0.694 -2.849  -0.1622
C 0.055 2.942 -0.407  -0.2755
C -0.037 4.373 -0.004  0.0008
C -3.421 2.284 3.225  -0.0223
C -0.928 -3.233 0.412  -0.0344
C 2.620 -1.884 1.257  -0.0913
C -3.883 -0.051 2.811  -0.0171
C 1.654 3.364 -2.296  0.0145
C -4.387 2.295 4.215  -0.0596
C -5.102 1.139 4.502  -0.0568
C -5.434 -1.494 -3.986  -0.0561
C 4.720 -1.200 0.026  -0.0852
C 2.170 -0.441 1.510  -0.3058
C -2.141 1.074 1.460  -0.4345
C -0.793 -3.891 -1.998  -0.0234
C -2.743 -0.982 -4.455  -0.7324
C 0.904 2.491 -1.528  -0.2349
C -2.798 -2.681 -1.138  -0.0194
C -3.402 -1.961 -5.185  -0.1158
C -3.430 -0.274 -3.480  -0.7087
C -4.743 -2.218 -4.947  -0.0490
C 3.081 0.582 0.821  -0.0990
C -4.851 -0.032 3.800  -0.0589
C -1.285 -2.834 -1.014  -0.6870
H -5.308 0.032 -2.487  0.1008
H 3.150 -1.948 -2.022  0.1007
H -5.248 -2.980 -5.524  0.1192
H 3.765 -3.129 -0.030  0.1487
H -2.863 -2.510 -5.944  0.1091
H 3.008 1.559 1.310  0.1325
H -0.705 4.474 0.846  0.0776
H 1.750 -2.085 -1.190  0.0587
H 2.853 1.098 -4.503  0.1219
H -1.211 -2.449 1.120  0.0635
H 2.958 3.542 -3.993  0.1256
H 5.587 -1.746 0.410  0.1293
H -5.414 -0.929 4.023  0.1116
H -3.061 -2.447 -2.167  0.0613
H 0.180 -0.919 1.660  0.0947
H 4.970 -0.936 -1.002  0.1312
H 6.053 -0.276 2.202  0.1779
H 0.134 -3.468 0.503  0.0620
H 0.945 4.770 0.259  0.0953
H -2.865 3.180 2.989  0.1075
H 4.962 0.846 2.734  0.1787
H -1.040 -3.591 -3.017  0.0798
H -5.860 1.153 5.275  0.1136
H -6.483 -1.684 -3.805  0.1183
H -1.474 -4.133 0.693  0.1000
H -0.425 4.973 -0.830  0.1044
H 0.478 0.657 1.701  0.0992
H -4.589 3.206 4.762  0.1117
H -3.684 -0.956 2.254  0.1103
H 2.760 0.704 -0.211  0.1033
H -1.261 -4.854 -1.795  0.0976
H 1.464 -0.366 -3.025  0.0768
H 3.199 -2.242 2.116  0.1239
H 0.291 -4.023 -1.933  0.0785
H -3.298 -3.611 -0.862  0.1015
H 4.565 -0.761 2.716  0.1536
H 5.165 0.895 0.350  0.1587
H 1.655 4.420 -2.067  0.1222
H -3.158 -1.883 -0.487  0.0758
H 2.226 -0.276 2.593  0.1445
H 1.750 -2.540 1.238  0.1017

Force components x, y, z for each atom (eV/Å):
0.3 -0.1 0.1
-0.6 0.3 -0.2
0.0 0.0 0.0
0.2 0.0 0.1
0.0 -0.1 0.0
0.2 -0.1 0.1
0.0 0.0 0.0
0.0 0.0 -0.1
0.1 0.1 0.0
0.0 0.0 0.0
0.1 -0.1 0.0
0.0 0.0 0.0
0.0 0.0 0.0
0.0 0.0 0.0
0.0 0.0 0.0
-0.1 0.0 0.1
0.0 0.0 0.0
-0.1 0.0 0.1
0.0 0.0 0.0
0.0 0.0 0.0
0.0 0.0 0.0
0.0 0.0 0.1
0.0 -0.1 -0.1
0.0 0.0 0.0
0.0 0.0 0.0
0.0 0.0 0.0
0.0 0.0 0.0
0.0 0.0 0.0
0.0 0.0 -0.1
0.0 0.1 0.1
0.0 0.0 -0.1
0.0 0.0 0.0
0.0 0.0 0.0
0.0 0.0 0.0
0.0 0.0 0.0
0.0 0.0 0.0
-0.1 0.0 0.0
0.0 0.0 0.0
-0.1 0.1 0.1
0.0 0.0 0.0
0.1 0.0 0.0
0.0 0.0 0.0
0.0 0.0 0.0
0.0 0.0 0.0
0.0 0.0 -0.1
0.0 0.0 0.0
0.0 0.0 0.0
0.0 0.0 0.0
-0.1 -0.1 0.1
0.0 0.0 0.0
0.0 0.0 0.0
0.0 0.0 0.0
0.0 0.0 0.1
0.0 0.0 0.0
0.0 0.0 0.0
0.0 0.0 0.0
0.1 -0.1 0.0
0.0 0.0 0.0
0.0 0.0 0.0
0.0 0.0 0.0
0.0 0.0 0.0
0.0 0.0 0.0
0.0 0.0 0.0
0.0 0.0 0.0
0.0 0.0 0.0
0.0 0.0 0.0
0.0 0.0 0.0
-0.1 0.0 0.0
0.0 0.0 0.0
0.0 0.0 0.0
0.0 0.0 -0.1
0.0 0.0 0.0
0.0 0.0 0.0
0.0 0.0 0.0
0.0 0.0 0.0
0.0 0.0 0.0
0.0 0.0 0.0
0.0 0.0 0.0
0.0 0.0 0.0
0.0 0.0 0.0
0.1 0.0 0.0
0.0 0.0 -0.1

Its LUMO energy (spin up / spin down) is -5.55 / -5.94 eV. For the HOMO-LUMO gap (spin up / spin down), the calculation gives 7.43 / 7.03 eV. The expectation value of S² is 0.76. For the highest occupied orbital energy (spin up / spin down), the calculation gives -12.973 / -12.971 eV. As for the spin multiplicity: 2. Its net charge is +2.

4.
C2H7N2S3 | wB97M-V/def2-TZVPD

Last column: Löwdin charge in e.
Geometry (Å):
S -4.042 1.484 0.974  0.3843
S 1.573 1.429 -0.797  0.8546
S -2.610 0.130 1.478  0.4573
N -1.125 0.329 0.323  -0.2398
N 0.993 -0.236 -0.295  -0.4623
C 1.930 -1.283 -0.486  -0.1112
C -0.178 -0.560 0.184  -0.2506
H -0.340 -1.590 0.360  0.1535
H -0.974 1.371 0.348  0.0902
H -3.326 2.451 1.668  -0.1455
H 1.672 0.961 -2.141  -0.0390
H 2.009 -1.896 0.449  0.1233
H 2.863 -0.765 -0.691  0.0696
H 1.555 -1.826 -1.373  0.1156

Force components x, y, z for each atom (eV/Å):
1.8 0.4 0.5
-1.0 -2.4 -1.0
0.7 -0.7 -0.6
-2.6 1.9 1.7
0.2 2.3 0.3
0.8 -1.1 -0.2
-0.2 2.6 -0.8
-0.4 -0.9 0.4
0.6 -1.7 -0.7
-1.1 -0.3 -0.6
-0.1 0.9 1.5
0.1 0.3 -1.1
0.3 -0.7 0.0
0.8 -0.4 0.5

Its LUMO energy is -3.97 eV. For the HOMO-LUMO gap, the calculation gives 9.34 eV. Its SMILES is C/[N+](S)=C/NSS. For the highest occupied orbital energy, the calculation gives -13.303 eV. As for the spin multiplicity: 1. Its net charge is +1.

no.,calculated total energy (hartree)
1,-379.00141
2,-685.84566
3,-4612.90881
4,-1384.16412